# 1
The molecule C4H12N2O at a distorted geometry. Source: the Open Molecules 2025 dataset; level of theory: the ωB97M-V functional and the def2-TZVPD basis.

XYZ file:
```
19
Properties=species:S:1:pos:R:3:nbo_charge:R:1
C -1.378 -1.004 -0.239 -0.640
C 0.125 -0.657 -0.216 -0.065
C 0.748 -0.837 -1.648 -0.060
O 1.671 -1.927 -1.575 -0.728
N 0.420 0.701 0.215 -0.620
C -0.349 1.185 1.352 -0.058
N 0.320 2.438 1.821 -0.842
H -1.612 -1.080 0.821 0.216
H -1.916 -0.301 -0.865 0.206
H -1.433 -2.004 -0.672 0.215
H 0.726 -1.349 0.390 0.208
H 1.330 0.035 -1.968 0.170
H -0.023 -1.007 -2.390 0.155
H 1.750 -2.329 -2.450 0.469
H 0.014 1.330 -0.482 0.344
H -1.386 1.452 1.087 0.160
H -0.269 0.506 2.214 0.159
H 1.307 2.213 1.856 0.362
H -0.044 2.636 2.750 0.349
```

## Properties
* Kohn-Sham gap: 10.169 eV
* molar mass: 104.15 g mol⁻¹
* charge: 0
* multiplicity: 1
* SMILES: C[C@@H](CO)NCN

***

# 2
The molecule C4H12N2O at a distorted geometry. Source: the Open Molecules 2025 dataset; level of theory: the ωB97M-V functional and the def2-TZVPD basis.

XYZ file:
```
19
Properties=species:S:1:pos:R:3:nbo_charge:R:1
C -1.481 -0.866 -0.856 -0.214
N -1.445 -0.862 -2.371 -0.863
C -0.193 -0.224 -0.284 -0.057
C -0.247 1.330 -0.524 -0.658
N 0.002 -0.480 1.129 -0.638
C 1.403 -0.282 1.424 0.092
O 1.718 1.101 1.705 -0.738
H -1.565 -1.874 -0.562 0.195
H -2.350 -0.396 -0.520 0.184
H -1.636 0.069 -2.804 0.368
H -0.533 -1.335 -2.679 0.358
H 0.586 -0.710 -0.809 0.177
H -1.243 1.677 -0.116 0.202
H 0.660 1.899 -0.043 0.239
H -0.181 1.610 -1.596 0.205
H -0.585 0.082 1.646 0.365
H 1.986 -0.437 0.508 0.152
H 1.753 -0.961 2.262 0.165
H 2.571 1.216 1.203 0.465
```

## Properties
* Kohn-Sham gap: 9.691 eV
* molar mass: 104.15 g mol⁻¹
* charge: 0
* multiplicity: 1
* SMILES: C[C@H](CN)NCO

***

# 3
A 2-piece molecular cluster, C4H12N2O overall at a distorted geometry. Source: the Open Molecules 2025 dataset; level of theory: the ωB97M-V functional and the def2-TZVPD basis.

XYZ file:
```
19
Properties=species:S:1:pos:R:3:nbo_charge:R:1
C 1.579 1.542 -1.606 -0.605
C 0.871 0.732 -0.521 -0.394
C 1.549 -0.657 -0.327 -0.272
N -1.117 -0.755 1.491 -0.724
C -0.388 -1.710 0.957 0.288
N 0.660 -1.644 0.235 -0.036
H 2.484 2.035 -1.260 0.231
H 1.919 0.846 -2.372 0.220
H 0.929 2.295 -2.038 0.240
H 0.716 1.189 0.455 0.215
H -0.080 0.471 -1.001 0.218
H 2.445 -0.667 0.285 0.242
H 1.755 -0.987 -1.345 0.249
H -1.999 -1.086 1.860 0.431
H -1.179 0.166 1.077 0.438
H -0.655 -2.749 1.152 0.253
H -1.741 2.064 0.049 0.470
H -3.222 2.071 -0.362 0.502
O -2.549 1.535 0.071 -0.965
```

## Properties
* Kohn-Sham gap (spin up / spin down): 12.421 / 7.625 eV
* molar mass: 104.15 g mol⁻¹
* charge: +1
* multiplicity: 2